C4H8FN in the gas phase. Source: the Open Molecules 2025 dataset; level of theory: the ωB97M-V functional and the def2-TZVPD basis.

Structure (SMILES): C=C(F)[C@@H](C)N
Energy above the lowest of the compared OMol25 structures with the same formula, charge and spin, eV: 2.150
Max |F|, eV/Å: 5.4
Orbital gap, eV: 10.191

```
! wB97M-V def2-TZVPD RIJCOSX def2/J DEFGRID3
* xyz 0 1
C -0.855 0.382 1.485
C 0.191 0.297 0.707
F 1.269 0.943 0.958
C 0.209 -0.532 -0.511
C -0.968 -1.551 -0.911
N 0.147 0.580 -1.396
H -0.898 0.944 2.516
H -1.992 0.179 1.184
H 1.172 -1.189 -0.569
H -1.942 -1.008 -0.919
H -0.673 -1.939 -1.920
H -0.978 -2.453 -0.344
H 0.312 0.262 -2.353
H 1.083 1.080 -1.060
*
```

***

4 unconnected molecules or ions with the total composition C30H56FN5O12PS2. Source: the Open Molecules 2025 dataset; level of theory: the ωB97M-V functional and the def2-TZVPD basis.

Max |F|, eV/Å: 1.3
Orbital gap, eV: 7.194

```
! wB97M-V def2-TZVPD RIJCOSX def2/J DEFGRID3
* xyz 1 1
C 0.196 -0.082 1.823
O -0.037 0.821 0.733
C 0.881 1.842 0.568
C 2.019 1.415 -0.379
F 2.837 0.597 0.328
O 1.665 0.674 -1.489
C 0.916 1.300 -2.553
C 1.552 0.792 -3.843
C 1.744 -0.724 -3.927
C 2.956 -1.058 -4.808
C 4.263 -0.796 -4.034
S 4.969 -2.370 -3.466
C 5.876 -1.734 -2.123
N 6.542 -0.626 -2.083
N 7.008 -0.523 -0.783
C 6.618 -1.582 -0.162
O 5.868 -2.402 -0.951
C -0.592 1.057 -2.467
C -1.004 -0.372 -2.116
O -2.396 -0.368 -1.781
C -2.713 -0.517 -0.457
C -3.691 0.506 0.029
O -2.270 -1.423 0.185
N 1.156 2.765 -2.497
C 2.459 3.024 -2.033
N 3.264 3.643 -2.869
P 5.039 3.734 -2.837
S 5.921 2.074 -3.100
N 2.869 2.551 -0.848
C 3.341 3.509 0.185
C 4.553 3.028 1.009
C 5.443 4.217 1.371
O 5.219 2.087 0.195
H -0.543 0.108 2.603
H 0.063 -1.099 1.459
H 1.209 0.028 2.212
H 1.342 2.123 1.524
H 0.355 2.727 0.195
H 2.534 1.272 -3.939
H 0.942 1.142 -4.681
H 0.859 -1.202 -4.355
H 1.941 -1.138 -2.936
H 2.890 -2.094 -5.146
H 2.953 -0.427 -5.701
H 5.006 -0.262 -4.626
H 4.059 -0.213 -3.131
H 6.855 -1.839 0.858
H -1.024 1.324 -3.436
H -1.043 1.736 -1.732
H -0.895 -1.035 -2.976
H -0.421 -0.784 -1.296
H -3.372 1.504 -0.270
H -4.664 0.305 -0.431
H -3.802 0.422 1.108
H 0.488 3.201 -1.866
H 2.780 4.030 -3.672
H 5.123 4.683 -3.861
H 5.247 4.475 -1.669
H 3.617 4.438 -0.319
H 2.508 3.758 0.842
H 4.211 2.574 1.947
H 6.144 4.408 0.553
H 4.862 5.127 1.556
H 6.019 4.021 2.275
H 6.015 1.773 0.639
O -7.529 0.088 1.370
C -7.105 -0.963 1.773
O -6.024 -1.484 1.161
C -5.323 -2.635 1.662
C -5.945 -3.933 1.194
C -7.791 -1.728 2.877
H -5.244 -2.586 2.748
H -4.315 -2.530 1.262
H -6.960 -4.054 1.571
H -5.350 -4.778 1.539
H -5.985 -3.958 0.105
H -8.586 -2.326 2.432
H -8.247 -1.010 3.553
H -7.137 -2.383 3.445
O -11.428 0.977 3.225
C -10.931 1.945 2.722
O -11.078 3.134 3.353
C -10.393 4.317 2.936
C -11.134 5.055 1.840
C -10.209 1.882 1.398
H -9.366 4.085 2.648
H -10.343 4.930 3.835
H -11.208 4.456 0.933
H -10.618 5.984 1.596
H -12.145 5.294 2.169
H -10.945 1.978 0.599
H -9.734 0.910 1.327
H -9.441 2.638 1.263
O 7.106 -5.246 4.591
C 7.164 -5.620 3.455
O 6.732 -4.776 2.486
C 6.900 -5.035 1.091
C 5.783 -5.884 0.522
C 7.633 -7.005 3.080
H 7.883 -5.461 0.886
H 6.871 -4.054 0.629
H 5.769 -6.880 0.965
H 5.902 -5.991 -0.557
H 4.820 -5.415 0.723
H 6.784 -7.684 3.155
H 8.381 -7.310 3.806
H 8.058 -7.085 2.083
*
```

***

C2H2FP in the gas phase. Source: the Open Molecules 2025 dataset; level of theory: the ωB97M-V functional and the def2-TZVPD basis.

Structure (SMILES): C=P#CF
Energy above the lowest of the compared OMol25 structures with the same formula, charge and spin, eV: 4.608
Max |F|, eV/Å: 3.4
Orbital gap (spin up / spin down), eV: 8.110 / 7.671

```
! wB97M-V def2-TZVPD RIJCOSX def2/J DEFGRID3
* xyz 0 1
C -0.033 -0.252 -1.173
P 0.329 -0.391 0.491
C -0.324 0.752 1.454
F 0.034 0.820 2.720
H -0.599 -1.253 -1.565
H 0.593 0.323 -1.928
*
```

***

A gas-phase ion, C2H7O2 (charge +1). Source: the Open Molecules 2025 dataset; level of theory: the ωB97M-V functional and the def2-TZVPD basis.

Energy above the lowest of the compared OMol25 structures with the same formula, charge and spin, eV: 4.194
Max |F|, eV/Å: 1.9
Orbital gap, eV: 14.343

```
! wB97M-V def2-TZVPD RIJCOSX def2/J DEFGRID3
* xyz 1 1
C -0.715 -0.102 1.030
C 1.156 -0.006 -0.498
O -0.956 0.770 -1.122
O -0.074 0.598 -0.052
H -1.654 0.411 1.251
H -0.900 -1.153 0.794
H -0.055 -0.021 1.894
H 1.526 0.574 -1.346
H 1.865 0.078 0.326
H 1.026 -1.055 -0.778
H -1.220 -0.095 -1.500
*
```

***

2 unconnected molecules or ions with the total composition C5H14NO. Source: the Open Molecules 2025 dataset; level of theory: the ωB97M-V functional and the def2-TZVPD basis.

Energy above the lowest of the compared OMol25 structures with the same formula, charge and spin, eV: 2.319
Max |F|, eV/Å: 3.9
Orbital gap, eV: 9.725

```
! wB97M-V def2-TZVPD RIJCOSX def2/J DEFGRID3
* xyz 1 1
C -2.203 1.403 -0.378
C -1.409 0.247 0.167
C 0.033 0.379 0.565
C 1.088 0.752 -0.515
C 0.792 -1.563 -1.340
N 1.036 -0.331 -1.558
H -1.739 2.299 0.001
H -2.250 1.533 -1.462
H -3.271 1.504 0.012
H -1.976 -0.276 0.975
H -1.623 -0.486 -0.649
H -0.056 1.273 1.242
H 0.230 -0.569 1.140
H 0.940 1.775 -0.911
H 2.070 0.835 -0.048
H 0.771 -2.344 -2.109
H 0.659 -1.963 -0.323
H 1.081 0.004 -2.538
H 1.522 -1.036 3.109
H 2.527 -2.011 2.340
O 1.779 -1.426 2.280
*
```

***

A molecular structure, C4H10NOS. Source: the Open Molecules 2025 dataset; level of theory: the ωB97M-V functional and the def2-TZVPD basis.

Energy above the lowest of the compared OMol25 structures with the same formula, charge and spin, eV: 5.439
Max |F|, eV/Å: 4.8
Orbital gap, eV: 8.615

```
! wB97M-V def2-TZVPD RIJCOSX def2/J DEFGRID3
* xyz 1 1
C -0.386 0.052 2.369
C -0.182 -0.384 0.241
C -0.917 -1.598 -0.118
C -0.063 1.308 2.597
N 0.888 0.154 -3.368
O 0.010 1.920 3.763
S 0.488 0.733 -0.645
H -0.397 -0.922 2.844
H -1.731 -1.639 0.468
H -0.175 -2.393 0.116
H -1.235 -1.679 -1.209
H 0.154 2.151 1.912
H 0.389 0.040 -4.250
H 1.555 -0.616 -3.382
H 1.365 1.011 -3.666
H -0.417 1.540 4.502
H 0.653 0.324 -2.173
*
```